{
  "formula": "C2H2NO2",
  "method": "wB97M-V/def2-TZVPD",
  "symbols": ["C", "C", "N", "O", "O", "H", "H"],
  "positions_angstrom": [[0.638, -0.662, -0.068], [0.886, 0.583, 0.052], [-1.638, -0.084, 0.038], [-0.820, -0.999, 0.106], [-1.391, 1.042, -0.075], [1.309, -1.478, -0.339], [1.017, 1.598, 0.285]],
  "forces_ev_per_a": [[0.03, 0.91, -0.18], [1.72, -0.26, 0.23], [0.04, 0.94, 0.29], [0.47, -2.85, -0.25], [-1.47, 0.79, -0.33], [-0.87, -0.37, 0.18], [0.09, 0.84, 0.06]],
  "orbital_gap_ha": [0.290, 0.249],
  "total_charge": 1,
  "de_lowest_kcal_mol": 76.83,
  "lumo_ev": [-7.353, -10.423],
  "spin_multiplicity": 3
}